1.
Below is a structure of composition C14H10Cl8F2 at a distorted geometry, with properties calculated with the ωB97M-V functional and the def2-TZVPD basis.

Gap between HOMO and LUMO (alpha / beta): 2.23 / 8.27 eV
Expectation value of S²: 0.75
Energy above the lowest of the compared OMol25 structures with the same formula, charge and spin: 0.0 kcal/mol

Structure (ORCA input):
```
! RIJCOSX wB97M-V def2-TZVPD def2/J DEFGRID3
* xyz -1 2
Cl -16.838 16.928 4.002
Cl -10.085 14.297 7.364
Cl -12.314 16.069 7.485
Cl -16.453 17.569 1.221
Cl -18.376 15.753 1.910
Cl -9.996 17.008 6.111
Cl -18.978 18.385 2.464
Cl -11.615 14.969 4.917
F -4.623 19.500 7.884
F -10.323 21.139 1.454
C -5.209 19.067 6.737
C -7.221 18.882 5.507
C -10.501 18.955 2.242
C -12.564 17.693 1.868
C -12.396 19.997 1.060
C -5.211 17.929 4.673
C -6.560 19.348 6.670
C -10.984 15.608 6.500
C -6.582 18.167 4.517
C -17.632 17.202 2.459
C -11.317 17.813 2.398
C -13.071 18.755 1.197
C -11.111 20.073 1.612
C -4.526 18.385 5.760
H -14.030 18.788 0.702
H -7.080 19.881 7.452
H -3.511 18.136 6.032
H -12.758 20.822 0.465
H -13.129 16.804 2.106
H -7.238 17.802 3.741
H -8.267 18.961 5.249
H -9.472 19.028 2.565
H -10.848 16.958 2.862
H -4.759 17.351 3.881
*
```



2.
Below is an isolated molecule of C7H18NO3PSi at a distorted geometry, with properties calculated with the ωB97M-V functional and the def2-TZVPD basis.

Gap between HOMO and LUMO: 7.61 eV
Energy above the lowest of the compared OMol25 structures with the same formula, charge and spin: 42.3 kcal/mol

Structure (ORCA input):
```
! RIJCOSX wB97M-V def2-TZVPD def2/J DEFGRID3
* xyz 0 1
P -0.562 -1.953 0.250
Si 1.954 -0.196 0.180
O -0.037 -3.032 1.063
O -2.101 -1.614 0.777
O -0.567 -1.862 -1.222
N -3.150 1.701 -0.492
C 0.284 -0.330 0.921
C 2.971 0.875 1.361
C 1.701 0.770 -1.573
C -2.276 0.661 0.419
C 2.589 -1.814 -0.270
C -0.865 0.859 0.013
C -2.818 -0.741 0.074
H -0.664 0.662 -1.021
H 1.513 1.796 -1.525
H 1.291 0.118 -2.351
H -2.614 2.559 -0.703
H -2.678 1.099 1.385
H 2.348 1.678 1.853
H -0.440 1.725 0.576
H 3.941 1.406 1.108
H 3.164 0.266 2.190
H 3.699 -2.034 -0.059
H -3.124 1.068 -1.290
H -2.642 -0.658 -1.036
H 0.079 -0.297 2.030
H -3.925 -0.747 0.367
H 1.797 -2.520 0.202
H 2.557 -2.096 -1.349
H 2.673 0.819 -1.871
H -4.095 1.832 -0.007
*
```



3.
Below is a structure of composition C34H26ClF3N5O4PbS at a distorted geometry, with properties calculated with the ωB97M-V functional and the def2-TZVPD basis.

Gap between HOMO and LUMO: 5.87 eV
Energy above the lowest of the compared OMol25 structures with the same formula, charge and spin: 19.6 kcal/mol

Structure (ORCA input):
```
! RIJCOSX wB97M-V def2-TZVPD def2/J DEFGRID3
* xyz 1 1
Pb 0.669 0.103 -0.085
Cl 6.249 -5.165 0.485
S 2.093 1.791 1.445
F 2.489 6.238 1.921
F 2.155 4.450 3.097
F 3.696 4.473 1.572
O 0.641 -2.356 -0.147
O -4.829 0.007 5.743
O -5.764 -0.392 3.842
O 2.803 -0.576 -0.627
N 0.350 2.644 -0.281
N -4.795 -0.180 4.545
N 0.328 -0.663 2.298
N -2.484 -1.156 -2.730
N -1.689 0.155 0.700
C -3.462 -0.230 3.914
C 1.224 -1.192 4.440
C 3.849 -3.989 0.180
C -4.267 0.530 1.631
C -1.974 -0.099 1.990
C -2.934 -0.551 -3.978
C 1.454 4.426 0.846
C 3.524 -1.604 -0.355
C 0.732 5.338 0.100
C -0.108 -0.727 -3.255
C -0.888 -0.518 2.838
C -1.116 -0.721 4.207
C 1.765 1.165 -4.197
C 0.550 0.155 -2.431
C 2.456 4.898 1.865
C 4.944 -1.489 -0.349
C 1.584 -3.153 -0.011
C -2.434 -0.574 4.722
C 1.472 1.091 -2.839
C -0.340 3.531 -0.997
C 5.755 -2.559 -0.098
C 2.984 -2.901 -0.072
C 1.151 0.285 -5.075
C 1.246 3.051 0.628
C -3.273 0.055 2.514
C -1.143 -1.732 -2.817
C -3.429 -2.165 -2.273
C -2.632 0.586 -0.111
C -3.941 0.795 0.325
C -0.186 4.891 -0.844
C 5.203 -3.828 0.169
C -0.016 -1.066 5.012
C 1.351 -0.982 3.064
C 0.238 -0.645 -4.610
H 1.397 0.311 -6.129
H -4.401 -1.701 -2.100
H -1.029 3.116 -1.726
H -3.990 -0.296 -3.885
H -5.274 0.679 1.982
H -3.079 -2.602 -1.337
H -0.875 -2.120 -1.831
H -4.681 1.165 -0.370
H -0.159 -1.216 6.075
H 1.987 1.743 -2.145
H 3.422 -4.964 0.387
H -2.375 0.361 -4.184
H 2.095 -1.446 5.027
H -2.355 0.741 -1.148
H -3.562 -2.975 -3.005
H 1.326 -4.206 0.189
H -1.133 -2.573 -3.527
H 2.484 1.893 -4.547
H -0.757 5.589 -1.437
H -0.235 -1.339 -5.294
H -2.828 -1.226 -4.841
H 6.830 -2.443 -0.100
H -2.623 -0.749 5.772
H 5.356 -0.511 -0.560
H 0.894 6.396 0.253
H 2.316 -1.068 2.573
*
```



4.
Below is an isolated molecule of C2H2N2O2S2 at a distorted geometry, with properties calculated with the ωB97M-V functional and the def2-TZVPD basis.

Gap between HOMO and LUMO: 8.97 eV
Energy above the lowest of the compared OMol25 structures with the same formula, charge and spin: 51.9 kcal/mol

Structure (ORCA input):
```
! RIJCOSX wB97M-V def2-TZVPD def2/J DEFGRID3
* xyz 0 1
S -0.911 1.151 2.645
S 1.265 -1.259 -0.085
O -0.042 1.289 0.061
O 0.532 -0.921 -2.572
N -0.355 0.501 -1.019
N 0.106 -0.696 1.117
C -0.244 0.595 1.241
C 0.457 -0.466 -1.425
H -0.729 1.140 -1.754
H -0.079 -1.334 1.791
*
```



5.
Below is a cluster of 2 separate species, C28H45F3N2O4 in total at a distorted geometry, with properties calculated with the ωB97M-V functional and the def2-TZVPD basis.

Gap between HOMO and LUMO: 9.34 eV

Structure (ORCA input):
```
! RIJCOSX wB97M-V def2-TZVPD def2/J DEFGRID3
* xyz 0 1
F -1.190 -4.924 -0.267
F -1.868 -2.451 -1.416
F 0.909 -4.336 -0.412
O 0.288 0.190 3.457
O -7.702 -8.586 0.895
O -6.087 -9.921 0.420
O 0.522 0.153 1.225
N -0.547 1.984 2.259
N -6.564 -8.813 0.543
C -2.611 3.383 -0.168
C -0.858 2.005 -2.237
C -2.364 2.201 -2.466
C -5.699 -7.660 0.242
C 2.213 4.379 1.205
C 0.148 -1.501 -0.455
C -4.094 -5.509 -0.352
C 3.887 4.491 -0.721
C 3.289 3.336 -1.549
C -4.407 -7.888 -0.193
C 4.478 0.950 -1.479
C 0.014 -1.169 1.032
C 0.252 2.854 1.381
C 3.700 4.338 0.792
C 4.342 2.358 -2.118
C -5.393 -5.304 0.094
C 3.862 0.742 -0.102
C -3.186 2.383 -1.187
C -6.207 -6.385 0.395
C 4.164 -0.689 0.415
C -0.683 -2.680 -0.806
C 0.113 0.726 2.400
C -3.602 -6.801 -0.493
C 1.659 3.126 1.919
C -1.866 1.666 1.638
C 5.337 -0.692 1.402
C -0.345 -3.939 -0.517
C -2.688 2.899 1.290
H 4.950 4.599 -0.940
H -0.640 1.453 -1.326
H -0.350 2.969 -2.221
H 5.252 0.127 2.115
H -0.432 1.471 -3.087
H 2.000 5.274 1.786
H -3.222 4.287 -0.205
H 1.195 -1.666 -0.699
H 4.219 5.155 1.296
H -4.166 2.757 -1.485
H 2.779 0.833 -0.187
H 4.198 3.423 1.111
H 5.372 -1.619 1.972
H -7.219 -6.235 0.740
H -3.364 1.410 -0.727
H 4.270 1.432 0.631
H 3.292 -1.117 0.899
H 3.425 5.436 -1.016
H 2.484 2.845 -1.007
H 6.285 -0.586 0.874
H -2.398 3.726 1.937
H 4.485 -1.280 -0.444
H 1.583 3.352 2.982
H -1.606 3.706 -0.430
H -2.592 -6.963 -0.839
H -2.410 1.117 2.410
H -0.177 -0.647 -1.051
H -2.736 1.300 -2.958
H 2.322 2.280 1.756
H 4.125 2.213 -3.175
H 0.368 2.425 0.379
H -5.776 -4.299 0.205
H 5.318 2.839 -2.077
H 4.107 0.185 -2.162
H -4.035 -8.896 -0.299
H -2.500 3.028 -3.161
H -3.742 2.693 1.480
H -1.035 -1.241 1.320
H 5.548 0.749 -1.375
H -3.473 -4.661 -0.592
H -1.764 0.989 0.784
H 1.640 4.481 0.279
H 0.613 -1.886 1.594
H -0.231 3.820 1.263
H 2.822 3.808 -2.415
*
```



6.
Below is a structure of composition C14H16N4RbSSbSe4, with properties calculated with the ωB97M-V functional and the def2-TZVPD basis.

Gap between HOMO and LUMO: 4.21 eV
Energy above the lowest of the compared OMol25 structures with the same formula, charge and spin: 1.8 kcal/mol

Structure (ORCA input):
```
! RIJCOSX wB97M-V def2-TZVPD def2/J DEFGRID3
* xyz -2 1
Sb 3.427 -3.191 0.160
Rb 1.428 -0.446 -0.599
Se 4.738 -5.174 0.710
Se 4.706 -1.046 0.104
Se 2.353 -3.401 -2.106
Se 1.595 -2.832 1.835
S -2.577 -1.593 -1.812
N -0.608 2.082 -0.495
N 2.119 2.435 -0.095
N -2.617 -3.501 0.140
N -0.875 -3.577 -1.191
C -2.058 4.268 -1.398
C 1.274 3.432 0.169
C -2.595 2.994 -1.462
C -3.583 -2.789 0.935
C -1.642 -4.353 0.834
C 3.335 2.467 0.444
C 2.891 4.546 1.526
C -0.096 3.314 -0.423
C -1.996 -2.921 -0.936
C -1.830 1.930 -0.998
C 1.620 4.512 0.970
C -0.647 -4.683 -0.271
C -0.789 4.435 -0.867
C 3.764 3.506 1.264
H 4.756 3.474 1.694
H 3.971 1.608 0.236
H -2.204 0.912 -1.040
H -4.132 -2.103 0.294
H 3.183 5.366 2.171
H -0.884 -5.629 -0.768
H 0.897 5.290 1.182
H -0.155 -3.272 -1.842
H 0.383 -4.683 0.085
H -3.092 -2.216 1.732
H -4.277 -3.497 1.394
H -2.615 5.122 -1.765
H -2.126 -5.231 1.261
H -0.328 5.413 -0.819
H -1.132 -3.778 1.618
H -3.580 2.812 -1.870
*
```



7.
Below is a structure of composition H21O11 at a distorted geometry, with properties calculated with the ωB97M-V functional and the def2-TZVPD basis.

Gap between HOMO and LUMO: 10.08 eV
Energy above the lowest of the compared OMol25 structures with the same formula, charge and spin: 51.1 kcal/mol

Structure (ORCA input):
```
! RIJCOSX wB97M-V def2-TZVPD def2/J DEFGRID3
* xyz -1 1
O -0.330 -0.225 2.694
O -0.025 -3.837 1.893
O 1.883 0.492 1.582
O -1.289 0.085 -1.427
O -2.673 0.006 1.933
O -0.862 2.683 -1.125
O 0.105 0.044 -3.766
O 1.471 2.439 0.122
O -2.805 -1.895 0.126
O 1.044 -0.821 -0.278
O 2.444 0.966 -1.934
H 0.442 0.301 2.396
H 1.924 0.353 -1.267
H -1.364 -0.010 -2.410
H 0.021 2.727 -0.644
H 1.246 -0.079 0.727
H -0.869 -4.151 1.685
H -2.455 -1.406 -0.630
H -2.019 -0.025 2.649
H 0.215 0.737 -3.217
H -0.264 -1.065 2.169
H 0.781 -0.509 -3.788
H 2.429 1.774 -1.409
H -1.087 1.832 -1.317
H 1.537 1.627 0.709
H -2.208 0.454 1.268
H 2.617 -0.095 1.413
H -0.377 -0.169 -1.186
H -2.829 -1.148 0.750
H 0.045 -2.794 1.924
H 1.659 -1.424 -0.395
H 1.592 3.130 0.755
*
```



8.
Below is a structure of composition C38H45KN3P2, with properties calculated with the ωB97M-V functional and the def2-TZVPD basis.

Gap between HOMO and LUMO: 5.76 eV
Energy above the lowest of the compared OMol25 structures with the same formula, charge and spin: 0.0 kcal/mol

Structure (ORCA input):
```
! RIJCOSX wB97M-V def2-TZVPD def2/J DEFGRID3
* xyz -1 1
K -0.023 -0.465 -1.926
P -0.289 2.590 -2.220
P -3.063 0.617 -2.534
N 2.020 1.306 0.813
N -0.252 0.838 0.462
N 0.688 0.887 2.639
C -0.510 -6.064 -2.144
C 2.424 -0.514 5.562
C 4.789 0.730 -1.530
C 0.852 1.447 5.388
C 3.137 -1.562 5.001
C 4.191 0.928 -2.763
C -2.752 2.203 -3.440
C 0.567 -3.262 0.051
C -3.453 1.465 2.230
C 2.696 1.240 -0.474
C -3.652 -0.430 -3.924
C -1.532 0.649 1.030
C 4.759 0.649 0.952
C -3.492 -0.742 1.317
C -0.594 -5.424 -3.346
C 0.765 0.979 1.234
C -0.128 -5.329 -0.998
C -2.218 -0.554 0.818
C -2.161 1.680 1.745
C 0.322 -5.251 1.382
C -4.120 0.273 2.030
C 0.161 -3.942 -1.136
C -0.316 -4.040 -3.448
C 0.387 3.290 -3.802
C 0.631 -3.878 1.270
C -4.685 0.998 -1.758
C -2.063 3.219 -2.530
C 1.620 0.310 4.787
C 0.170 3.952 -1.072
C 3.034 -1.810 3.643
C 1.534 0.053 3.410
C -1.500 3.004 2.011
C 2.872 1.350 -2.811
C 0.064 -3.233 -2.389
C -0.038 -5.953 0.271
C 2.227 -1.011 2.848
C 2.077 1.582 -1.677
C 4.057 0.876 -0.362
H -5.072 0.115 -1.248
H -0.730 -7.123 -2.046
H 0.359 2.560 -4.612
H 4.415 -0.246 1.473
H 4.635 1.488 1.646
H 1.101 1.573 6.442
H 2.126 -1.226 1.794
H -1.124 3.074 3.036
H -2.822 -0.672 -4.589
H -3.694 2.556 -3.880
H 2.662 1.337 1.588
H -2.121 4.234 -2.940
H -0.188 4.169 -4.102
H -0.659 3.176 1.344
H 0.922 -3.318 2.151
H -0.259 0.930 2.987
H -0.267 -7.012 0.343
H -2.565 3.236 -1.554
H -2.091 1.956 -4.280
H -0.717 4.286 -0.531
H 0.558 4.812 -1.625
H 0.376 -5.742 2.347
H 3.565 -2.640 3.193
H -4.438 0.055 -4.511
H -5.416 1.334 -2.499
H -4.559 1.776 -1.004
H -4.034 -1.374 -3.534
H -0.229 1.292 5.324
H -3.993 -1.685 1.137
H 1.066 2.379 4.861
H -0.885 -5.981 -4.234
H -2.214 3.818 1.876
H 0.937 3.626 -0.372
H -0.422 -3.610 -4.445
H 2.449 1.519 -3.801
H -5.123 0.134 2.416
H 4.757 0.767 -3.675
H 2.497 -0.323 6.627
H -3.935 2.272 2.774
H 0.833 -2.208 -0.022
H 5.831 0.542 0.786
H 1.426 3.583 -3.658
H 5.834 0.442 -1.464
H -1.755 -1.350 0.249
H 3.762 -2.187 5.626
*
```